[1]
{"formula": "H11O6", "method": "ωB97M-V/def2-TZVPD", "lumo_energy_ev": 3.8524, "homo_ev": -5.185, "gap_ev": 9.04, "e_above_lowest_kcal_mol": 15.6, "multiplicity": 1, "total_charge": -1, "symbols": ["O", "H", "O", "H", "H", "O", "H", "H", "O", "H", "H", "O", "H", "H", "O", "H", "H"], "coordinates": [[-0.579208, -1.387900, 0.180396], [-1.516216, -1.546581, 0.040758], [0.743464, -1.764586, -2.026366], [1.181104, -2.475967, -1.552494], [0.087055, -1.488091, -1.301644], [0.784936, -1.047392, 2.281297], [1.654983, -1.444443, 2.394628], [0.338202, -1.319683, 1.408803], [-1.159495, 1.877889, -0.361093], [-1.380982, 2.360345, 0.445927], [-1.064395, 0.985420, 0.040921], [0.178270, 1.760807, 2.838580], [0.819126, 2.019886, 2.165323], [-0.110359, 0.884410, 2.549921], [0.190649, 1.026978, -3.355829], [-0.241080, 1.468803, -2.608360], [0.073939, 0.090108, -3.140770]], "atomic_forces_ev_per_a": [[-0.190, 0.520, -0.581], [0.020, -0.148, 0.296], [-0.354, 0.118, -0.054], [0.118, -0.044, -0.138], [0.320, -0.121, 0.251], [0.178, 0.043, 0.351], [-0.317, 0.036, -0.322], [-0.173, 0.004, 0.135], [-0.141, -0.576, 0.933], [0.050, 0.399, -0.237], [0.273, -0.173, -0.788], [-0.224, 0.518, -0.178], [-0.098, -0.193, 0.099], [0.432, -0.362, 0.115], [-0.430, 0.054, 0.206], [0.169, -0.051, -0.100], [0.366, -0.025, 0.014]], "lowdin_charge": [-0.3993, -0.0592, -0.1547, 0.0024, -0.0269, -0.1485, 0.0084, -0.0402, -0.0838, 0.0199, 0.0185, -0.0895, 0.0303, -0.0017, -0.0851, 0.0066, 0.0026]}

***

[2]
{"formula": "C22H26N2O4S", "method": "ωB97M-V/def2-TZVPD", "smiles": "CC[C@H](C)[C@H](NC(C)=O)C(=O)NC.O=C(O)c1cc2ccc3ccccc3c2s1", "lumo_energy_ev": -0.1773, "homo_ev": -8.140, "gap_ev": 7.96, "e_above_lowest_kcal_mol": 5.2, "multiplicity": 1, "total_charge": 0, "symbols": ["O", "O", "O", "O", "S", "C", "C", "C", "C", "C", "C", "C", "C", "C", "C", "C", "C", "C", "C", "C", "N", "N", "C", "C", "C", "C", "C", "C", "C", "H", "H", "H", "H", "H", "H", "H", "H", "H", "H", "H", "H", "H", "H", "H", "H", "H", "H", "H", "H", "H", "H", "H", "H", "H", "H"], "coordinates": [[1.246833, -3.032923, 4.112030], [-0.685017, 4.796533, 1.150401], [0.946571, 1.650255, -2.112563], [3.132316, -2.070581, 3.322470], [-0.192992, -3.457206, 1.460369], [1.937186, -2.684851, 3.170081], [0.508343, 4.534991, 1.137870], [0.216837, 2.344526, -1.415889], [1.447230, -2.915762, 1.813188], [2.179738, -2.712719, 0.665148], [-2.484836, -4.301038, -3.484450], [1.883707, -2.907658, -1.855735], [-2.953636, -4.380399, -2.170395], [1.419929, -3.004289, -0.541880], [-1.162152, -3.919690, -3.731900], [1.025029, -3.220928, -2.915208], [-2.100264, -4.085441, -1.101361], [0.110779, -3.405562, -0.276493], [-0.299044, -3.616838, -2.667675], [-0.768776, -3.705002, -1.334224], [-0.619621, 3.168721, -2.058381], [1.022467, 3.355834, 0.786220], [1.507331, 5.577731, 1.580336], [-1.588619, 4.142389, -1.564563], [0.419440, 0.418021, 2.750478], [-1.379750, 0.370738, 0.205652], [-0.653933, 1.449190, 2.385404], [-0.886602, 1.669400, 0.871680], [0.354996, 2.218162, 0.120000], [3.252525, -2.014591, 4.282155], [3.210549, -2.368185, 0.661254], [-3.148253, -4.532303, -4.312943], [2.900850, -2.586054, -2.056869], [-3.981666, -4.672898, -1.977379], [-0.808219, -3.854880, -4.756292], [1.389989, -3.142681, -3.934165], [-2.483055, -4.153332, -0.088454], [-0.538460, 3.095340, -3.060399], [2.022202, 3.275635, 0.874136], [2.212140, 5.767392, 0.772873], [0.975049, 6.496738, 1.821724], [2.036371, 5.220335, 2.461630], [-2.145551, 3.761112, -0.711635], [-1.077536, 5.062918, -1.280572], [-2.302135, 4.378258, -2.354543], [1.383834, 0.695510, 2.327055], [0.513883, 0.366194, 3.835168], [0.121971, -0.560581, 2.383480], [-1.731921, 0.573668, -0.805548], [-2.209091, -0.049753, 0.774551], [-0.574664, -0.363241, 0.150922], [-1.594764, 1.129365, 2.835211], [-0.392025, 2.398983, 2.851142], [-1.694946, 2.391820, 0.794291], [1.079435, 1.409629, 0.212594]], "atomic_forces_ev_per_a": [[0.791, 0.415, -0.149], [-0.055, -0.330, -0.183], [0.362, -0.461, 0.324], [-0.477, -0.298, -0.373], [0.549, 0.149, -0.296], [-1.434, -0.569, 0.995], [-0.979, 1.242, 0.616], [0.686, -0.273, -0.281], [0.924, 0.377, -2.023], [-1.035, -0.306, 0.134], [1.127, 0.321, -0.456], [-0.763, -0.316, -2.167], [0.588, 0.210, 1.106], [0.277, 0.158, 1.410], [-1.563, -0.448, 0.058], [1.979, 0.684, 1.288], [-1.096, -0.368, -0.987], [1.042, 0.356, 0.941], [-0.165, -0.051, -0.007], [-0.800, -0.247, 0.125], [-1.174, 0.728, 0.099], [0.377, -1.121, -0.804], [0.015, -0.045, -0.041], [0.235, 0.064, 0.091], [-0.429, 0.340, -0.161], [0.308, 0.449, 0.003], [0.468, 0.132, -0.235], [-0.446, -0.057, 0.056], [-0.200, -0.281, 0.927], [0.072, 0.014, 0.013], [-0.215, -0.073, 0.050], [0.113, 0.038, 0.101], [-0.118, -0.038, 0.041], [0.149, 0.045, 0.007], [0.056, 0.021, 0.148], [-0.106, -0.027, 0.078], [0.086, 0.019, -0.034], [0.155, -0.100, 0.067], [-0.018, -0.051, -0.170], [0.196, 0.055, 0.064], [0.040, -0.161, -0.015], [0.194, 0.070, 0.039], [0.121, 0.102, -0.007], [-0.248, -0.005, 0.116], [0.113, -0.161, -0.058], [0.144, -0.131, 0.019], [0.092, -0.075, -0.011], [0.165, -0.162, -0.011], [0.015, -0.110, -0.091], [0.025, -0.029, 0.018], [-0.040, -0.134, -0.060], [-0.126, 0.069, -0.099], [-0.084, 0.139, -0.011], [-0.036, 0.175, 0.051], [0.143, 0.056, -0.255]], "lowdin_charge": [0.0722, 0.0382, 0.0367, 0.1095, 1.1037, -0.5577, -0.5559, -0.4567, -0.4352, -0.0079, -0.0765, -0.0084, -0.0748, -0.2484, -0.0223, -0.0120, -0.0282, -0.3866, -0.1812, -0.1775, 0.0430, 0.1236, 0.0021, -0.0610, -0.0854, -0.0411, -0.2027, -0.3179, -0.1636, 0.1307, 0.1296, 0.1016, 0.1156, 0.1023, 0.1124, 0.1130, 0.0982, 0.1403, 0.1461, 0.0824, 0.0854, 0.0830, 0.0706, 0.0758, 0.0850, 0.0733, 0.0813, 0.0441, 0.0820, 0.0872, 0.0719, 0.1133, 0.1000, 0.1110, 0.1362]}

***

[3]
{"formula": "H5N5", "method": "ωB97M-V/def2-TZVPD", "lumo_energy_ev": 0.9218, "homo_ev": -9.481, "gap_ev": 10.40, "e_above_lowest_kcal_mol": 13.9, "multiplicity": 1, "total_charge": 0, "symbols": ["N", "N", "N", "N", "N", "H", "H", "H", "H", "H"], "coordinates": [[-2.128426, -0.445569, -0.169309], [-2.274011, -1.516011, -0.445189], [-1.869194, 0.688487, -0.053749], [0.971999, 0.689512, -0.118019], [1.040218, -0.666689, 0.206185], [-1.132541, 1.105584, 0.426118], [0.828048, -1.255090, -0.603288], [0.652610, 1.131006, 0.724788], [1.876274, 1.086672, -0.339842], [2.035024, -0.817899, 0.372309]], "atomic_forces_ev_per_a": [[1.658, -2.050, -0.285], [-1.045, -1.583, -0.014], [-2.464, 3.799, -0.708], [-0.497, 1.324, -0.505], [1.378, -1.468, -0.077], [1.253, -0.248, 0.878], [-0.166, 0.481, 0.103], [0.238, 0.544, 0.286], [-0.006, 0.006, -0.095], [-0.350, -0.805, 0.417]], "lowdin_charge": [-0.3326, 0.1671, 0.1041, -0.1209, -0.0901, 0.0223, 0.0655, 0.0448, 0.0727, 0.0671]}

***

[4]
{"formula": "C19H18N2O5S", "method": "ωB97M-V/def2-TZVPD", "smiles": "Cc1ccc(OCc2ccc(C(=O)Nc3ccc(S(N)(=O)=O)cc3)o2)cc1", "lumo_energy_ev": 0.2239, "homo_ev": -8.670, "gap_ev": 8.89, "e_above_lowest_kcal_mol": 34.6, "multiplicity": 1, "total_charge": 0, "symbols": ["C", "C", "C", "C", "C", "C", "C", "H", "H", "O", "C", "C", "C", "C", "C", "C", "O", "N", "C", "C", "C", "C", "C", "C", "H", "H", "S", "O", "O", "N", "H", "H", "H", "H", "H", "O", "H", "H", "H", "H", "H", "H", "H", "H", "H"], "coordinates": [[2.993057, 3.956299, 1.848442], [3.116269, 2.848656, 0.846620], [3.679147, 1.628491, 1.182517], [3.803581, 0.606347, 0.254231], [3.357172, 0.798084, -1.045209], [2.787219, 2.021844, -1.394539], [2.671961, 3.028170, -0.460532], [2.229648, 3.971352, -0.746678], [2.446201, 2.158248, -2.408793], [3.427846, -0.129467, -2.052823], [3.910546, -1.415227, -1.756340], [3.046692, -2.152119, -0.776070], [3.330181, -3.148543, 0.118005], [2.114617, -3.457225, 0.761599], [1.170081, -2.622272, 0.220471], [-0.262750, -2.497095, 0.519996], [-0.821505, -3.214292, 1.322948], [-0.857565, -1.495776, -0.202923], [-2.187596, -1.095069, -0.211513], [-3.173984, -1.746543, 0.531083], [-4.481683, -1.302914, 0.467061], [-4.802560, -0.220473, -0.327229], [-3.838829, 0.435148, -1.068061], [-2.530667, -0.001759, -1.013004], [-1.765696, 0.497669, -1.590229], [-4.133650, 1.267893, -1.685782], [-6.478526, 0.367573, -0.372407], [-7.379964, -0.706350, -0.071800], [-6.684620, 1.150561, -1.556607], [-6.473805, 1.425879, 0.943447], [-6.696917, 2.366451, 0.661360], [-7.087719, 1.108391, 1.675927], [-5.266670, -1.796136, 1.016940], [-2.905194, -2.589947, 1.144808], [-0.244770, -0.970057, -0.813798], [1.744117, -1.831073, -0.721014], [1.943789, -4.187546, 1.524649], [4.285482, -3.600057, 0.290111], [3.907344, -1.936967, -2.721083], [4.943892, -1.386712, -1.383228], [4.246969, -0.327819, 0.562885], [4.032131, 1.461178, 2.189965], [1.971972, 4.332941, 1.879058], [3.269597, 3.614660, 2.842453], [3.645151, 4.785610, 1.575086]], "atomic_forces_ev_per_a": [[0.014, 0.029, -0.053], [0.032, -0.063, 0.107], [-0.085, 0.204, -0.050], [0.096, -0.281, -0.254], [-0.036, 0.219, 0.106], [0.053, -0.206, -0.089], [0.052, -0.139, 0.027], [-0.055, 0.104, -0.049], [-0.045, 0.020, -0.130], [-0.068, 0.193, -0.002], [-0.093, -0.178, -0.114], [0.608, -0.399, 0.305], [-0.020, 0.538, -0.535], [-0.839, 0.461, -0.249], [0.666, -0.951, 0.714], [-0.099, 0.288, -0.207], [0.099, -0.063, 0.025], [0.328, 0.174, -0.244], [-0.457, 0.048, 0.082], [0.039, -0.079, 0.079], [-0.002, 0.002, -0.060], [-0.570, 0.073, -0.138], [0.081, 0.024, -0.093], [-0.043, -0.096, 0.111], [0.065, 0.062, -0.068], [0.070, 0.113, -0.118], [-0.119, 0.497, 0.556], [0.308, -0.073, 0.230], [0.351, 0.092, 0.105], [0.045, -0.491, -0.599], [-0.030, 0.174, -0.190], [-0.143, -0.179, 0.106], [-0.030, -0.145, 0.111], [-0.028, -0.001, -0.001], [-0.054, -0.122, 0.128], [-0.148, 0.184, -0.235], [-0.122, -0.137, 0.170], [0.248, -0.045, 0.011], [0.064, 0.086, 0.185], [-0.148, -0.044, -0.012], [0.022, -0.074, 0.003], [0.023, -0.003, 0.104], [-0.049, 0.062, 0.074], [-0.001, 0.033, 0.087], [0.021, 0.091, 0.064]], "lowdin_charge": [-0.0551, -0.2898, -0.0366, -0.0101, -0.2663, -0.0023, -0.0430, 0.1147, 0.1176, -0.0328, -0.1132, -0.2520, 0.0011, 0.0329, -0.1645, -0.3922, 0.0918, 0.1490, -0.2023, 0.0149, -0.0437, -0.3032, -0.0549, -0.0043, 0.1154, 0.1139, 0.6184, -0.3004, -0.3032, -0.0595, 0.0613, 0.0620, 0.1166, 0.1036, 0.1436, 0.0943, 0.1220, 0.1159, 0.1437, 0.1418, 0.1088, 0.1122, 0.0794, 0.0729, 0.0817]}